Record 1
Molecular formula: C2H5ClO
Method: DFT, wB97M-V/def2-TZVPD

Geometry as XYZ:
```
9
Properties=species:S:1:pos:R:3:forces:R:3:mulliken_charge:R:1
C 0.75198 0.62367 -0.08106 1.05 1.79 -1.17 -0.47
C 0.80896 -0.69594 0.15176 -0.65 0.96 -0.10 -0.38
O -2.33384 -1.09331 0.12131 0.62 0.24 0.05 -0.53
Cl -2.32909 0.49496 0.00736 0.97 0.09 -0.27 0.03
H -0.62901 0.73146 -0.19228 -0.71 -0.08 0.44 0.15
H 1.11117 1.35412 0.64941 -0.65 -0.27 0.14 0.33
H 1.04033 0.92197 -1.10568 -0.61 -0.01 0.34 0.30
H 0.86129 -1.02976 1.13039 0.06 -1.13 1.58 0.28
H 0.71822 -1.30718 -0.68121 -0.07 -1.59 -1.02 0.29
```
Positions in Å, forces in eV/Å.

The calculated total energy is -16719.3234 eV. As for the HOMO-LUMO gap: 7.538 eV. The energy relative to the best compared isomer or geometry (same formula, charge and spin) comes out at 482.27 kJ/mol.

***

Record 2
Molecular formula: C2H5ClS
Method: DFT, wB97M-V/def2-TZVPD

Geometry as XYZ:
```
9
Properties=species:S:1:pos:R:3:forces:R:3:mulliken_charge:R:1
S -0.75729 0.35349 1.93080 1.58 2.07 -2.31 -0.24
C -0.64895 -0.44975 0.28643 -0.06 1.17 -0.29 -0.23
C 0.52988 -0.20112 -0.55635 3.98 4.31 1.63 -0.85
Cl 0.77256 1.49596 -1.49293 -0.99 -1.14 0.69 -0.23
H 0.01740 1.51491 1.35015 -1.59 -2.01 1.45 0.17
H -1.40838 -0.27343 -0.50093 -0.75 -0.16 1.29 0.31
H -0.41221 -1.49312 0.33308 -0.94 -1.07 0.96 0.26
H 0.31645 -0.88877 -1.27763 0.99 -1.63 -2.66 0.42
H 1.59054 -0.05817 -0.07263 -2.24 -1.54 -0.75 0.40
```
Positions in Å, forces in eV/Å.

The calculated total energy is -25511.1115 eV. As for the HOMO-LUMO gap: 10.348 eV. As for the structure (SMILES): SCCCl. The energy relative to the best compared isomer or geometry (same formula, charge and spin) comes out at 110.65 kJ/mol.

***

Record 3
Molecular formula: C2H5ClS
Method: DFT, wB97M-V/def2-TZVPD

Geometry as XYZ:
```
9
Properties=species:S:1:pos:R:3:forces:R:3:mulliken_charge:R:1
C 0.20209 -0.21190 0.07807 2.74 -3.84 0.65 -0.76
C 0.36207 1.16694 -0.32204 -3.31 1.27 1.18 -0.06
S -0.89460 2.16295 -0.00662 0.58 0.11 -0.20 -0.24
H -0.80493 -0.50868 0.48756 1.44 0.43 -0.34 0.24
H 0.50011 -0.88145 -0.79765 -0.75 0.63 0.85 0.27
H 1.02673 -0.61751 0.86022 -1.78 1.25 -1.41 0.25
H 1.13110 1.59174 -0.88922 1.60 -0.06 -0.62 0.37
Cl -3.65331 -0.55086 0.14122 3.63 0.74 -0.14 -0.28
H -2.17826 -0.20641 0.09592 -4.15 -0.54 0.03 0.21
```
Positions in Å, forces in eV/Å.

The calculated total energy is -25510.8968 eV. As for the HOMO-LUMO gap: 8.503 eV. As for the structure (SMILES): CC=S.Cl. The energy relative to the best compared isomer or geometry (same formula, charge and spin) comes out at 131.36 kJ/mol.

***

Record 4
Molecular formula: C2H5CsLiO
Method: DFT, wB97M-V/def2-TZVPD

Geometry as XYZ:
```
10
Properties=species:S:1:pos:R:3:forces:R:3:mulliken_charge:R:1
H 0.87735 1.70941 -4.46234 0.00 -0.01 0.03 -0.01
O -0.58062 0.38533 1.13715 -0.37 1.16 0.99 -0.83
C -0.34378 -0.69167 0.28476 0.34 -0.43 -0.47 -0.02
C 0.82245 -0.47569 -0.61987 -0.12 1.19 -0.40 -0.95
H -1.23488 -0.92198 -0.33674 0.18 -0.10 0.09 0.14
H -0.15997 -1.62887 0.86605 -0.19 0.07 0.43 0.12
H 0.91779 -1.02912 -1.55642 -0.05 0.31 0.18 0.14
H 1.70822 0.04450 -0.23918 -0.05 -0.69 0.13 0.21
Li -0.02094 1.93700 0.34247 -0.05 -1.35 -0.19 0.42
Cs -1.98563 0.67109 4.58413 0.32 -0.16 -0.80 0.77
```
Positions in Å, forces in eV/Å.

The calculated total energy is -4948.5857 eV. As for the expectation value of S²: 0.76. As for the HOMO-LUMO gap (spin up / spin down): 2.412 / 2.461 eV. Its spin multiplicity is 2.